Record 1
Computed, not measured: a 8-piece molecular cluster, C38H54F7N3O27P overall at a distorted geometry, with ωB97M-V/def2-TZVPD.

```
! RIJCOSX wB97M-V def2-TZVPD def2/J DEFGRID3
* xyz -1 1
C 4.489 7.773 0.408
C 5.130 6.678 -0.496
C 4.620 5.253 -0.221
C 5.433 4.479 0.832
C 5.334 5.030 2.267
C 4.339 4.287 3.189
C 2.952 3.962 2.612
C 1.811 4.879 3.105
C 0.573 4.698 2.210
O -0.655 4.662 2.874
P -1.984 5.206 1.839
C -2.143 6.815 2.955
N -1.852 8.113 2.301
C -1.906 3.607 0.843
C -2.506 2.418 1.609
C -2.079 1.103 0.987
N -1.285 0.208 1.761
O -2.435 0.794 -0.132
C -3.595 5.768 0.881
C -4.809 5.263 1.562
O -5.364 4.223 1.302
O -5.363 6.073 2.547
O -0.882 6.025 0.786
C 0.415 5.593 0.944
O 1.384 6.638 0.727
C 1.286 7.618 1.587
N 1.443 8.357 2.458
H 3.871 7.277 1.152
H 3.887 8.471 -0.164
H 5.254 8.302 0.980
H 6.219 6.738 -0.485
H 4.828 6.928 -1.517
H 3.555 5.305 0.008
H 4.702 4.693 -1.160
H 6.472 4.503 0.500
H 5.062 3.451 0.835
H 5.139 6.101 2.299
H 6.320 4.903 2.729
H 4.810 3.341 3.471
H 4.261 4.873 4.109
H 2.693 2.953 2.946
H 2.929 3.927 1.523
H 2.121 5.919 3.220
H 1.517 4.529 4.097
H 0.713 3.681 1.799
H -2.866 4.575 2.819
H -3.158 6.867 3.373
H -1.433 6.724 3.775
H -1.353 8.740 2.913
H -2.690 8.562 1.964
H -2.445 3.672 -0.104
H -0.883 3.327 0.560
H -2.208 2.406 2.658
H -3.595 2.417 1.557
H -0.312 0.469 1.656
H -1.427 -0.739 1.445
H -3.629 5.413 -0.152
H -3.674 6.857 0.823
H -5.114 5.706 3.402
H 0.598 4.915 0.098
C -7.089 5.239 -1.464
C -7.323 6.649 -0.984
O -8.298 7.126 -1.904
C -9.007 6.048 -2.337
O -10.044 6.110 -2.910
O -8.372 4.898 -2.015
F -6.211 7.415 -1.081
H -6.334 5.201 -2.250
H -6.810 4.559 -0.663
H -7.718 6.721 0.031
C -2.588 -1.950 -2.037
C -2.592 -2.265 -3.511
O -1.350 -2.935 -3.685
C -1.046 -3.526 -2.499
O -0.216 -4.366 -2.360
O -1.818 -3.044 -1.508
F -2.608 -1.151 -4.278
H -2.083 -1.009 -1.813
H -3.583 -1.929 -1.601
H -3.401 -2.926 -3.832
C -3.963 -3.295 3.789
C -3.196 -4.593 3.714
O -2.016 -4.215 3.035
C -1.797 -2.892 3.314
O -0.781 -2.320 3.122
O -2.908 -2.333 3.849
F -3.858 -5.527 2.981
H -4.560 -3.130 2.890
H -4.603 -3.223 4.665
H -2.932 -5.024 4.682
C 0.439 -7.178 -0.970
C 0.408 -8.441 -1.795
O 1.676 -9.019 -1.519
C 2.044 -8.600 -0.276
O 2.919 -9.087 0.363
O 1.277 -7.571 0.130
F 0.313 -8.189 -3.121
H 0.900 -6.348 -1.504
H -0.541 -6.867 -0.618
H -0.373 -9.150 -1.513
C -4.651 -7.231 -0.966
C -6.069 -7.271 -0.446
O -6.163 -6.058 0.276
C -5.294 -5.177 -0.297
O -5.300 -4.008 -0.115
O -4.430 -5.826 -1.118
F -6.271 -8.312 0.399
H -3.948 -7.634 -0.236
H -4.526 -7.747 -1.914
H -6.835 -7.290 -1.222
C 5.679 -9.219 -1.591
C 6.472 -10.502 -1.597
O 7.607 -10.158 -2.378
C 7.804 -8.821 -2.231
O 8.798 -8.250 -2.538
O 6.718 -8.231 -1.683
F 5.806 -11.514 -2.204
H 5.026 -9.144 -2.463
H 5.088 -9.088 -0.688
H 6.802 -10.835 -0.612
C 7.143 -6.436 -5.198
C 6.925 -4.977 -4.882
O 5.960 -4.598 -5.849
C 5.233 -5.711 -6.155
O 4.200 -5.706 -6.731
O 5.860 -6.826 -5.701
F 8.050 -4.243 -5.065
H 7.896 -6.574 -5.974
H 7.417 -7.023 -4.326
H 6.531 -4.783 -3.883
*
```

Values from the calculation:
- Orbital gap: 5.9 eV
- F_max: 0.055 hartree/bohr


Record 2
Computed, not measured: C38H55BBrFeN7O2SSi3 as an isolated structure at a distorted geometry, with ωB97M-V/def2-TZVPD.

```
! RIJCOSX wB97M-V def2-TZVPD def2/J DEFGRID3
* xyz -1 6
Fe -0.541 -0.064 0.076
C -2.596 1.655 4.094
Si -0.926 1.643 3.200
C 0.084 3.123 3.827
C 0.005 0.170 3.902
N -1.162 1.662 1.483
C -1.427 2.874 0.846
C -1.793 4.050 1.515
C -1.908 5.283 0.872
C -1.645 5.360 -0.480
C -1.358 4.186 -1.178
C -1.329 2.921 -0.567
N -1.235 1.728 -1.275
Si -1.414 1.790 -2.978
C -3.020 2.694 -3.451
C -1.630 0.051 -3.636
C -0.028 2.523 -4.028
H -2.479 1.882 5.160
H -3.074 0.671 4.014
H -3.280 2.394 3.664
H -0.445 3.670 4.615
H 0.300 3.832 3.025
H 1.040 2.782 4.235
H 0.451 0.459 4.861
H 0.812 -0.165 3.248
H -0.645 -0.682 4.089
H -1.989 3.998 2.581
H -2.180 6.169 1.435
H -1.676 6.311 -1.000
H -1.165 4.244 -2.246
H -3.510 3.092 -2.556
H -3.720 2.014 -3.949
H -2.843 3.539 -4.123
H -2.659 -0.292 -3.498
H -0.963 -0.639 -3.123
H -1.401 0.013 -4.708
H 0.431 3.403 -3.568
H -0.404 2.815 -5.014
H 0.773 1.790 -4.173
C -6.115 0.312 -0.214
C -5.330 -0.491 0.754
N -5.814 -1.305 1.636
N -4.705 -1.803 2.266
C -3.548 -1.331 1.772
S -1.971 -1.711 2.172
N -3.962 -0.482 0.810
N -3.036 0.218 0.041
H -7.172 0.110 -0.056
H -5.852 0.048 -1.241
H -5.929 1.378 -0.077
H -4.793 -2.467 3.013
H -3.484 0.772 -0.678
H -2.497 0.863 0.695
C 3.352 3.634 -2.127
C 4.182 2.797 -2.869
C 3.892 1.445 -2.972
C 2.777 0.891 -2.329
C 1.966 1.752 -1.596
C 2.237 3.112 -1.495
Si 2.551 -0.971 -2.458
C 4.055 -1.739 -1.612
C 4.926 -0.986 -0.826
C 6.043 -1.568 -0.237
C 6.305 -2.917 -0.422
C 5.430 -3.692 -1.176
C 4.315 -3.107 -1.756
H 3.574 4.692 -2.054
H 5.056 3.203 -3.365
H 4.543 0.801 -3.557
H 1.086 1.367 -1.108
H 1.568 3.754 -0.932
H 2.837 -1.227 -3.900
H 4.733 0.069 -0.669
H 6.706 -0.965 0.370
H 7.187 -3.366 0.021
H 5.621 -4.751 -1.310
H 3.627 -3.716 -2.335
C -2.362 -2.856 -2.461
C -1.105 -3.257 -1.706
C -1.555 -3.891 -0.408
O -0.315 -2.024 -1.429
B 0.908 -2.115 -2.092
O 1.034 -3.304 -2.757
C -0.113 -4.152 -2.548
C 0.371 -5.401 -1.824
C -0.634 -4.546 -3.921
H -2.880 -2.088 -1.883
H -3.019 -3.722 -2.558
H -2.153 -2.455 -3.447
H -2.248 -3.218 0.085
H -0.737 -4.070 0.281
H -2.071 -4.832 -0.616
H 0.760 -5.164 -0.837
H 1.186 -5.835 -2.406
H -0.429 -6.137 -1.731
H -0.766 -3.669 -4.554
H -1.581 -5.083 -3.843
H 0.097 -5.197 -4.402
Br 1.758 -3.197 0.851
C 2.325 -1.432 1.311
C 3.453 -1.325 2.058
C 3.906 -0.035 2.444
C 3.102 1.063 2.037
C 1.980 0.864 1.304
N 1.533 -0.399 0.863
H 3.986 -2.218 2.349
H 4.807 0.092 3.027
H 3.366 2.074 2.327
H 1.345 1.697 1.028
*
```

Values from the calculation:
- ΔE to the lowest compared entry with this formula, charge and spin: 0.0 kJ/mol
- <S²>: 8.7746
- Orbital gap (spin up / spin down): 4.3 / 5.9 eV
- F_max: 0.023 hartree/bohr


Record 3
Computed, not measured: a 7-piece molecular cluster, C38H56BBrClN3O29P2S2 overall at a distorted geometry, with ωB97M-V/def2-TZVPD.

```
! RIJCOSX wB97M-V def2-TZVPD def2/J DEFGRID3
* xyz 0 1
C 0.592 3.509 3.656
C 0.933 4.283 2.341
O 2.310 4.640 2.194
C 3.143 3.510 2.013
C 2.939 2.814 0.598
O 2.730 1.424 0.843
C 2.039 0.791 -0.230
C 0.857 -0.145 0.275
C -0.130 0.936 0.840
C -1.380 0.395 1.559
O -1.566 -0.688 1.966
Br -2.810 1.747 1.868
C 0.279 -1.158 -0.805
C -1.073 -0.763 -1.527
C -1.006 0.586 -2.346
C -2.293 1.468 -2.135
C -3.617 0.667 -2.373
S -5.076 1.678 -1.831
C -5.613 0.976 -0.286
N -5.144 -0.096 0.354
N -5.819 -0.234 1.503
C -6.737 0.714 1.578
O -6.623 1.484 0.458
P 1.394 -1.616 -2.279
O 0.562 -2.561 -3.369
O 1.883 -0.240 -3.141
C 0.223 -2.541 0.011
Cl 1.347 -3.930 -0.569
B -1.193 -3.345 -0.013
O -1.775 -3.757 -1.217
C -1.992 -3.759 1.312
C -3.554 -3.527 1.104
O 0.712 -2.372 1.349
C 1.408 -1.129 1.395
N 1.360 -0.412 2.704
C 1.241 -1.189 3.645
S 1.562 -2.128 4.887
P 3.230 -1.681 1.361
O 3.280 -3.000 2.047
O 4.161 -0.668 2.305
O 3.860 -1.903 -0.139
H 1.137 3.879 4.551
H -0.503 3.661 3.837
H 0.725 2.402 3.582
H 0.508 3.710 1.483
H 0.361 5.242 2.379
H 4.212 3.828 2.091
H 3.019 2.728 2.808
H 3.876 2.987 0.007
H 2.075 3.327 0.118
H 2.788 0.250 -0.848
H 1.566 1.564 -0.881
H -0.501 1.625 0.041
H 0.381 1.606 1.574
H -1.408 -1.548 -2.244
H -1.931 -0.648 -0.811
H -0.112 1.200 -2.105
H -0.930 0.330 -3.430
H -2.269 2.296 -2.881
H -2.303 1.961 -1.130
H -3.689 -0.292 -1.821
H -3.760 0.545 -3.472
H -7.458 0.841 2.400
H 1.158 -3.237 -3.737
H 2.828 -0.148 -2.950
H -1.092 -3.822 -1.911
H -1.838 -4.863 1.418
H -1.598 -3.272 2.227
H -3.674 -2.536 0.602
H -4.046 -3.479 2.098
H -4.010 -4.323 0.475
H 4.743 -0.221 1.662
H 4.464 -2.665 -0.059
C 1.316 7.363 -2.003
C 1.779 6.355 -0.994
O 0.900 5.255 -1.206
C 0.433 5.351 -2.481
O -0.193 4.497 -3.030
O 0.777 6.537 -3.043
H 2.124 7.983 -2.376
H 0.522 8.008 -1.618
H 2.804 6.026 -1.176
H 1.701 6.722 0.028
C -0.551 -4.006 7.431
C -0.030 -5.391 7.704
O -1.030 -5.940 8.560
C -2.185 -5.259 8.327
O -3.248 -5.574 8.753
O -1.963 -4.170 7.541
H -0.278 -3.644 6.441
H -0.220 -3.280 8.178
H 0.035 -6.000 6.799
H 0.942 -5.384 8.196
C -4.875 -3.284 4.664
C -5.575 -2.132 5.332
O -6.492 -1.697 4.331
C -6.723 -2.750 3.502
O -7.564 -2.774 2.664
O -5.865 -3.775 3.761
H -4.575 -4.058 5.369
H -4.000 -2.967 4.091
H -6.138 -2.440 6.217
H -4.892 -1.330 5.609
C -0.323 -6.397 -2.566
C 0.043 -7.765 -3.071
O 0.132 -7.567 -4.483
C 0.385 -6.249 -4.694
O 0.681 -5.778 -5.744
O 0.258 -5.534 -3.543
H 0.084 -6.194 -1.578
H -1.403 -6.233 -2.547
H 1.014 -8.104 -2.701
H -0.708 -8.516 -2.830
C 5.996 6.032 -3.528
C 7.063 6.752 -2.749
O 6.381 7.913 -2.278
C 5.057 7.624 -2.253
O 4.225 8.316 -1.755
O 4.798 6.440 -2.869
H 6.109 4.950 -3.495
H 5.950 6.351 -4.572
H 7.416 6.176 -1.890
H 7.918 7.026 -3.365
C 1.147 1.468 -6.165
C 1.524 0.136 -6.745
O 1.549 0.401 -8.147
C 1.762 1.736 -8.306
O 2.001 2.259 -9.346
O 1.665 2.393 -7.119
H 1.589 1.635 -5.184
H 0.065 1.603 -6.095
H 2.517 -0.192 -6.428
H 0.801 -0.642 -6.507
*
```

Values from the calculation:
- SMILES: CCOCCOC[C@@]1(CC(=O)Br)[C@@](CCCCSc2nnco2)(P(O)O)[C@](Cl)(B(O)CC)O[C@@]1(N=C=S)P(=O)(O)O.O=C1OCCO1.O=C1OCCO1.O=C1OCCO1.O=C1OCCO1.O=C1OCCO1.O=C1OCCO1
- Orbital gap: 7.9 eV
- F_max: 0.086 hartree/bohr


Record 4
Computed, not measured: C38H56BCoN9 as an isolated structure, with ωB97M-V/def2-TZVPD.

```
! RIJCOSX wB97M-V def2-TZVPD def2/J DEFGRID3
* xyz 1 5
Co -0.357 0.997 0.086
C -4.189 1.306 0.934
C -4.316 0.027 0.109
C -4.718 0.302 -1.344
C -3.117 -0.871 0.198
C -3.259 -2.210 0.552
C -1.991 -2.766 0.534
C -1.718 -4.125 1.108
C -1.110 -5.157 0.161
C -0.913 -3.954 2.401
N -1.141 -1.793 0.140
N -1.819 -0.630 -0.045
B 0.378 -1.844 -0.133
N 1.043 -1.115 1.078
N 0.347 -0.104 1.645
C 0.867 0.162 2.845
C 1.945 -0.696 3.051
C 2.041 -1.484 1.910
C 3.139 -2.471 1.649
C 3.827 -2.206 0.306
C 2.689 -3.927 1.789
C 0.340 1.217 3.769
C -1.054 1.687 3.356
C 0.307 0.700 5.209
N 0.675 -1.112 -1.469
N 0.637 0.244 -1.532
C 1.026 0.627 -2.755
C 1.296 -0.522 -3.496
C 1.061 -1.605 -2.667
C 1.149 -3.015 -3.175
C -0.211 -3.709 -3.099
C 2.269 -3.855 -2.557
C 1.209 1.982 -3.382
C 0.049 2.284 -4.345
C 1.451 3.162 -2.449
H -5.117 1.868 0.869
H -4.003 1.063 1.979
H -3.378 1.929 0.573
H -5.136 -0.556 0.544
H -3.920 0.777 -1.900
H -4.979 -0.630 -1.841
H -5.588 0.954 -1.362
H -4.172 -2.708 0.811
H -2.706 -4.515 1.386
H -0.085 -4.925 -0.105
H -1.124 -6.130 0.642
H -1.707 -5.225 -0.746
H 0.020 -3.433 2.214
H -1.491 -3.376 3.119
H -0.698 -4.925 2.839
H 0.760 -2.947 -0.201
H 2.577 -0.756 3.913
H 3.878 -2.295 2.439
H 3.111 -2.191 -0.509
H 4.351 -1.253 0.335
H 4.562 -2.983 0.110
H 1.921 -4.185 1.070
H 3.539 -4.584 1.626
H 2.303 -4.108 2.789
H 1.031 2.069 3.724
H -1.794 0.927 3.600
H -1.314 2.602 3.883
H -1.092 1.873 2.277
H -0.329 -0.181 5.271
H 1.301 0.440 5.557
H -0.100 1.462 5.870
H 1.627 -0.559 -4.514
H 1.397 -2.905 -4.237
H -0.528 -3.819 -2.070
H -0.958 -3.126 -3.631
H -0.147 -4.692 -3.560
H 2.055 -4.120 -1.528
H 2.388 -4.771 -3.129
H 3.212 -3.315 -2.594
H 2.107 1.868 -4.004
H -0.820 2.645 -3.802
H 0.343 3.056 -5.052
H -0.230 1.396 -4.908
H 0.599 3.329 -1.796
H 2.337 2.991 -1.847
H 1.609 4.055 -3.049
N -4.864 6.276 -2.324
C -4.064 5.564 -1.919
C -3.116 4.635 -1.428
C -2.922 3.440 -2.120
C -2.044 2.495 -1.619
C -1.384 2.694 -0.402
C -1.575 3.904 0.262
C -2.415 4.879 -0.250
H -3.471 3.257 -3.032
H -1.890 1.577 -2.172
H -1.098 4.085 1.215
H -2.548 5.815 0.272
C 3.869 4.732 1.534
N 3.176 3.557 1.079
C 3.769 2.400 0.670
C 2.762 1.535 0.364
N 1.563 2.147 0.577
C 1.851 3.357 1.011
H 4.806 4.834 0.988
H 4.095 4.652 2.599
H 3.260 5.620 1.369
H 4.831 2.291 0.627
H 2.833 0.532 0.002
H 1.133 4.110 1.262
*
```

Values from the calculation:
- <S²>: 6.0087
- Orbital gap (spin up / spin down): 9.2 / 6.5 eV
- F_max: 0.019 hartree/bohr


Question: Among the records above, which one has the lowest F_max?
Answer: C38H56BCoN9